A molecular structure, C5H5BrF2, computed with the ωB97M-V functional and the def2-TZVPD basis.

Each line ends with the Mulliken charge.
Element x y z (Å)
1 C -0.41659 -1.42336 0.32073  -1.0436
2 C -0.43925 -0.08227 0.01275  1.1867
3 C 0.63446 0.74945 -0.07181  -0.0072
4 C 2.49056 0.47507 0.69342  0.1553
5 C -1.81076 0.39019 -0.37562  -1.2111
6 F 0.43977 2.03928 -0.19117  -0.2100
7 F 3.24191 1.50776 0.41685  -0.1327
8 Br 3.31283 -1.04577 -0.10050  -0.0952
9 H -1.25389 -2.13466 0.19519  0.2244
10 H 0.47943 -1.92045 0.63250  0.2309
11 H -1.90410 0.56136 -1.45489  0.2918
12 H -2.46498 -0.46286 -0.17898  0.3456
13 H -2.30939 1.34626 0.10152  0.2651

Atoms 1-2, force components in eV/Å:
C 0.6 -0.6 -0.1
C -1.9 -1.6 0.5

Calculated values
Gap between HOMO and LUMO (spin up / spin down): 8.25 / 6.83 eV
Highest occupied orbital energy (spin up / spin down): -8.867 / -8.114 eV


A molecular structure, C4H10N4O, computed with the ωB97M-V functional and the def2-TZVPD basis.

Each line ends with the Mulliken charge.
Element x y z (Å)
1 C 0.49888 -0.00680 0.67227  -0.7641
2 C 1.00257 -1.12667 -0.20324  -0.5364
3 C -0.92784 1.54838 -0.41250  0.1504
4 C -1.92356 -0.65706 -0.32711  0.0613
5 H 2.01493 1.51758 -0.64449  0.2994
6 H 1.90120 1.70254 0.84085  0.3465
7 H 1.11096 -0.06267 1.70340  0.4059
8 H -0.62184 -0.22215 1.04006  0.4687
9 H 0.39839 -0.72492 -1.25978  0.3563
10 H 0.39390 -2.22888 0.00590  0.3396
11 H 3.16552 -2.04198 0.23120  0.3443
12 H -1.22638 2.65676 -0.54949  0.3231
13 H -0.75011 -1.39654 -0.26691  0.0669
14 H -4.19718 -0.43290 0.17324  0.2816
15 N 1.36116 1.98452 -0.04767  -0.9963
16 N 0.30357 1.11820 -0.04349  0.5349
17 N -1.93304 0.85103 -0.46446  -0.5176
18 N -3.21847 -1.17570 0.09170  -0.5972
19 O 2.64732 -1.30270 -0.53949  -0.5673

Atoms 1-2, force components in eV/Å:
C -1.2 -4.0 4.9
C -0.3 -2.6 -3.8

Calculated values
Gap between HOMO and LUMO: 8.79 eV
Highest occupied orbital energy: -8.783 eV


Ordered ΔE to the lowest compared entry with this formula, charge and spin results: 4.098 10.837; unit eV.
Ordered E results: -80737.619 -12307.698; unit eV.